The following is a quantum chemistry calculation of 8 unconnected molecules or ions with the total composition C14H42ClO11S7 at a distorted geometry, from the Open Molecules 2025 dataset.

E_LUMO in eV: 2.1
Orbital gap in eV: 8.65
Net charge: -1
Energy relative to the best compared isomer or geometry (same formula, charge and spin) in eV: 0.650

Structure (XYZ):
```
75
Properties=species:S:1:pos:R:3:lowdin_charge:R:1
Cl 0.68 -22.92 7.66 0.652
O 0.98 -22.55 6.30 -0.349
O -0.73 -22.84 7.95 -0.373
O 1.15 -24.29 7.86 -0.402
O 1.40 -22.04 8.56 -0.357
C -5.14 -18.64 8.23 -0.279
S -3.37 -18.81 8.07 0.792
O -2.82 -18.20 9.31 -0.557
C -3.28 -20.59 8.26 -0.262
H -5.48 -18.94 9.22 0.059
H -5.66 -19.18 7.44 0.055
H -5.34 -17.57 8.10 0.045
H -3.63 -21.07 7.34 0.041
H -3.93 -20.89 9.08 0.055
H -2.23 -20.86 8.41 0.032
C 0.87 -27.00 7.80 -0.268
S -0.52 -27.56 6.80 0.803
O -1.69 -27.39 7.68 -0.570
C -0.53 -26.14 5.71 -0.250
H 1.70 -26.58 7.24 0.014
H 1.13 -27.81 8.48 0.050
H 0.46 -26.17 8.39 0.025
H 0.18 -26.30 4.90 0.042
H -0.29 -25.22 6.24 0.031
H -1.52 -26.05 5.28 0.048
C -3.97 -24.12 8.91 -0.252
S -4.29 -25.15 7.48 0.801
O -5.75 -25.27 7.33 -0.557
C -3.70 -23.96 6.30 -0.269
H -2.93 -23.79 8.88 0.031
H -4.29 -24.66 9.80 0.052
H -4.58 -23.22 8.83 0.043
H -2.64 -23.81 6.51 0.034
H -4.22 -23.02 6.44 0.039
H -3.78 -24.32 5.27 0.054
C 1.43 -17.97 9.88 -0.266
S 0.97 -17.47 8.24 0.807
O 2.28 -17.17 7.56 -0.586
C 0.51 -19.09 7.66 -0.279
H 0.49 -18.10 10.43 0.055
H 2.00 -17.16 10.34 0.049
H 1.98 -18.91 9.88 0.060
H -0.13 -19.50 8.44 0.040
H 1.37 -19.75 7.74 0.043
H 0.08 -19.08 6.66 0.053
C 0.01 -24.07 10.99 -0.283
S -0.33 -24.87 12.55 0.800
O -1.44 -24.15 13.23 -0.567
C -1.11 -26.32 11.79 -0.253
H -0.92 -23.87 10.45 0.047
H 0.69 -24.74 10.47 0.043
H 0.62 -23.17 11.08 0.056
H -1.33 -27.04 12.56 0.046
H -0.45 -26.73 11.02 0.041
H -1.97 -25.94 11.23 0.050
C 3.25 -27.72 4.54 -0.258
S 4.31 -26.26 4.38 0.802
O 3.86 -25.62 3.12 -0.552
C 3.58 -25.27 5.68 -0.268
H 3.74 -28.55 4.04 0.040
H 2.28 -27.43 4.16 0.043
H 3.16 -27.98 5.60 0.041
H 4.28 -24.43 5.78 0.051
H 3.52 -25.69 6.68 0.045
H 2.67 -24.85 5.27 0.056
C 2.51 -17.53 2.40 -0.270
S 1.45 -18.98 2.52 0.809
O 1.89 -19.97 1.50 -0.562
C 2.09 -19.59 4.07 -0.270
H 2.76 -17.17 3.39 0.043
H 1.88 -16.73 2.01 0.036
H 3.40 -17.64 1.77 0.057
H 2.28 -18.77 4.76 0.041
H 3.04 -20.09 3.89 0.068
H 1.37 -20.29 4.50 0.038
```



The following is a quantum chemistry calculation of 7 unconnected molecules or ions with the total composition C14H42O14 at a distorted geometry, from the Open Molecules 2025 dataset.

E_LUMO in eV: 0.4
Orbital gap in eV: 10.18
Energy relative to the best compared isomer or geometry (same formula, charge and spin) in eV: 3.754
SMILES: OCCO.OCCO.OCCO.OCCO.OCCO.OCCO.OCCO

Structure (XYZ):
```
70
Properties=species:S:1:pos:R:3:nbo_charge:R:1
O -27.96 4.97 -18.09 -0.705
C -27.17 3.85 -17.87 -0.094
C -26.10 3.59 -18.95 -0.110
O -26.92 3.19 -20.14 -0.747
H -28.36 4.66 -18.91 0.467
H -26.69 3.93 -16.90 0.154
H -27.96 3.11 -17.97 0.202
H -25.34 2.84 -18.77 0.177
H -25.42 4.44 -19.00 0.177
H -26.29 2.96 -20.82 0.473
O -25.72 -1.99 -10.47 -0.723
C -26.06 -0.69 -9.96 -0.092
C -26.31 0.46 -10.95 -0.100
O -26.98 0.01 -12.17 -0.747
H -26.12 -2.05 -11.34 0.469
H -26.93 -0.89 -9.34 0.149
H -25.28 -0.46 -9.23 0.181
H -25.30 0.82 -11.19 0.186
H -26.76 1.12 -10.21 0.183
H -27.87 -0.31 -12.03 0.492
O -30.64 3.54 -21.86 -0.708
C -30.58 2.50 -20.90 -0.113
C -31.01 3.06 -19.50 -0.077
O -32.36 3.11 -19.32 -0.702
H -31.55 3.66 -22.12 0.453
H -31.03 1.54 -21.12 0.170
H -29.50 2.44 -20.74 0.196
H -30.61 4.07 -19.47 0.154
H -30.59 2.45 -18.70 0.169
H -32.72 3.58 -20.07 0.454
O -22.91 3.04 -12.89 -0.709
C -23.19 2.39 -14.12 -0.080
C -24.46 2.77 -14.88 -0.077
O -24.28 4.07 -15.27 -0.715
H -22.37 2.34 -12.50 0.459
H -22.26 2.37 -14.69 0.169
H -23.32 1.40 -13.69 0.156
H -25.40 2.58 -14.35 0.170
H -24.54 2.11 -15.74 0.155
H -25.09 4.52 -15.52 0.474
O -30.08 -1.31 -11.53 -0.739
C -30.36 -2.28 -12.56 -0.103
C -31.70 -2.76 -12.67 -0.107
O -32.15 -3.42 -11.50 -0.728
H -30.33 -1.79 -10.74 0.471
H -29.96 -1.82 -13.46 0.193
H -29.71 -3.08 -12.19 0.176
H -31.78 -3.26 -13.64 0.180
H -32.40 -1.94 -12.80 0.177
H -33.01 -3.07 -11.25 0.481
O -30.74 1.55 -15.49 -0.748
C -29.46 1.70 -14.89 -0.096
C -28.45 0.79 -15.67 -0.081
O -28.40 0.94 -17.08 -0.754
H -30.91 2.20 -16.18 0.488
H -29.17 2.75 -14.91 0.170
H -29.23 1.43 -13.86 0.190
H -28.63 -0.27 -15.49 0.155
H -27.46 1.01 -15.26 0.178
H -29.15 0.53 -17.52 0.496
O -32.60 -0.79 -17.02 -0.707
C -31.99 -1.90 -17.69 -0.098
C -31.30 -1.42 -18.96 -0.087
O -30.12 -0.64 -18.73 -0.760
H -31.86 -0.28 -16.69 0.484
H -31.18 -2.42 -17.19 0.160
H -32.67 -2.73 -17.89 0.189
H -31.92 -0.78 -19.60 0.179
H -31.02 -2.30 -19.53 0.163
H -29.42 -1.07 -19.23 0.486
```



The following is a quantum chemistry calculation of a molecular structure, C14H43BaFeNO15P at a distorted geometry, from the Open Molecules 2025 dataset.

⟨S²⟩: 6.009
Spin multiplicity: 5
E_LUMO (alpha / beta) in eV: -3.9 / -4.0
Orbital gap (alpha / beta) in eV: 7.45 / 7.38
Net charge: +1
Energy relative to the best compared isomer or geometry (same formula, charge and spin) in eV: 0.000

Structure (XYZ):
```
76
Properties=species:S:1:pos:R:3:lowdin_charge:R:1
Fe -1.28 1.20 1.20 1.003
Ba 0.97 2.50 -2.51 2.045
P 0.61 0.16 0.26 0.106
O 0.76 1.15 1.47 -0.384
O -0.59 -0.69 0.78 -0.372
O 1.84 -0.45 -0.28 -0.282
O -0.25 1.15 -0.64 -0.616
C -1.08 -0.91 -3.81 -0.094
O -0.82 0.39 -3.23 -0.286
H -1.66 -0.80 -4.72 0.087
H -0.13 -1.38 -4.09 0.069
H -1.58 -1.56 -3.10 0.078
H -0.95 0.24 -2.27 0.010
C 4.58 1.01 -2.44 -0.093
O 3.22 1.21 -2.03 -0.367
H 5.21 0.86 -1.56 0.096
H 4.68 0.10 -3.04 0.091
H 4.96 1.86 -3.00 0.085
H 2.97 0.46 -1.45 0.024
C -4.67 0.46 -1.27 -0.028
C -4.03 1.33 -0.20 -0.380
C -5.08 2.06 0.59 -0.246
O -4.48 3.02 1.42 -0.175
C -5.45 3.83 2.04 -0.103
N -3.21 0.49 0.74 0.025
H -5.36 -0.24 -0.78 0.101
H -3.99 -0.04 -1.94 0.080
H -5.36 1.09 -1.84 0.091
H -3.40 2.13 -0.59 0.138
H -5.72 1.39 1.20 0.145
H -5.82 2.46 -0.12 0.138
H -6.14 3.26 2.67 0.098
H -6.02 4.41 1.31 0.097
H -4.97 4.56 2.69 0.094
H -2.97 -0.41 0.29 0.069
H -3.84 0.17 1.48 0.119
C 2.15 -3.06 -3.02 -0.215
C 1.42 -3.69 -1.85 -0.232
O 2.14 -3.58 -0.62 -0.047
O 2.24 -1.62 -3.01 -0.092
H 1.57 -3.29 -3.92 0.114
H 3.14 -3.49 -3.15 0.123
H 1.30 -4.75 -2.07 0.128
H 0.45 -3.20 -1.74 0.107
H 2.02 -2.67 -0.32 0.038
H 2.09 -1.33 -2.10 0.022
C 2.78 4.03 2.25 -0.242
C 3.18 3.61 0.85 -0.208
O 2.09 3.13 0.06 -0.241
O 2.32 3.01 3.10 -0.050
H 2.01 4.82 2.17 0.123
H 3.66 4.50 2.70 0.129
H 4.01 2.90 0.87 0.131
H 3.53 4.51 0.35 0.123
H 1.65 2.41 0.56 0.006
H 1.79 2.38 2.59 0.027
C -2.16 -3.55 0.02 -0.223
C -2.43 -3.46 1.52 -0.210
O -1.21 -3.28 2.28 -0.077
O -2.12 -2.28 -0.62 -0.133
H -2.99 -4.12 -0.41 0.120
H -1.23 -4.08 -0.14 0.117
H -2.92 -4.36 1.90 0.120
H -3.03 -2.58 1.79 0.108
H -0.80 -2.48 1.93 0.040
H -1.52 -1.65 -0.15 0.005
C 4.09 -0.61 2.29 -0.222
C 3.06 -1.50 3.00 -0.225
O 2.28 -0.79 3.95 -0.057
O 4.27 -0.94 0.92 -0.088
H 5.05 -0.71 2.80 0.119
H 3.86 0.47 2.35 0.105
H 3.57 -2.32 3.50 0.123
H 2.43 -1.95 2.22 0.107
H 1.84 -0.08 3.48 0.055
H 3.44 -0.81 0.45 0.012
```



E_tot? In order: -4633.368096; -1611.727591; -3373.078504 a.u..